Here is a cluster of 13 separate species, CH27O13 in total at a distorted geometry from the OMol25 dataset. Energies are from ωB97M-V/def2-TZVPD.

ORCA input file:
```
! RIJCOSX wB97M-V def2-TZVPD def2/J DEFGRID3
* xyz -1 1
C 0.14 -0.44 0.32
O -0.44 -0.12 -0.94
H 0.96 -1.16 0.24
H 0.62 0.46 0.71
H -0.46 -0.89 1.12
O -2.86 1.00 -1.79
H -3.34 0.17 -1.75
H -1.94 0.75 -1.66
O -3.82 -1.47 -0.21
H -3.34 -2.05 -0.80
H -3.14 -0.93 0.20
O 2.68 2.51 2.21
H 2.68 3.32 2.71
H 2.03 2.64 1.52
O 3.73 -1.34 0.29
H 3.50 -1.29 -0.64
H 4.01 -0.45 0.52
O 1.03 2.34 -1.80
H 0.60 1.51 -1.58
H 0.96 2.86 -1.00
O -2.91 -1.62 3.33
H -2.04 -1.97 3.50
H -2.76 -0.87 2.75
O 2.50 -1.10 -2.10
H 1.61 -1.02 -1.73
H 2.46 -0.59 -2.91
O -0.09 1.74 3.30
H -0.97 1.62 3.65
H -0.14 1.40 2.41
O -0.73 0.77 -4.22
H -0.58 0.35 -3.37
H 0.03 0.52 -4.75
O -1.07 -2.73 -1.90
H -1.01 -2.62 -2.85
H -0.91 -1.86 -1.55
O 2.95 -2.87 2.33
H 2.70 -2.35 3.10
H 3.08 -2.22 1.64
O -2.04 2.53 0.91
H -1.65 2.05 0.17
H -2.03 3.44 0.63
*
```

Output
calculated total energy = -28094.6812 eV
orbital gap = 8.30 eV
LUMO energy = 0.0937 Ha
energy relative to the best compared isomer or geometry (same formula, charge and spin) = 26.1 kcal per mole
molecular weight = 247.2 g mol⁻¹
HOMO = -5.8 eV

***

Here is the molecule CH2N2O3S at a distorted geometry from the OMol25 dataset. Energies are from ωB97M-V/def2-TZVPD.

ORCA input file:
```
! RIJCOSX wB97M-V def2-TZVPD def2/J DEFGRID3
* xyz 0 1
C -0.29 0.10 -0.19
N -0.38 1.51 0.03
N -1.05 2.40 -0.17
O -2.56 0.04 1.32
O -3.88 -0.82 -0.62
O -1.34 -0.31 -0.82
S -2.99 0.15 -0.08
H 0.74 -0.15 -0.60
H -0.02 -0.24 0.79
*
```

Output
calculated total energy = -21023.5609 eV
orbital gap (spin up / spin down) = 6.81 / 6.81 eV
LUMO energy (spin up / spin down) = -0.0899 / -0.0899 Ha
energy relative to the best compared isomer or geometry (same formula, charge and spin) = 66.0 kcal per mole
molecular weight = 122.1 g mol⁻¹
HOMO (spin up / spin down) = -9.3 / -9.3 eV

***

Here is a cluster of 8 separate species, C17H49O9 in total from the OMol25 dataset. Energies are from ωB97M-V/def2-TZVPD.

ORCA input file:
```
! RIJCOSX wB97M-V def2-TZVPD def2/J DEFGRID3
* xyz -1 1
C -2.55 -1.02 -1.46
C -1.66 0.09 -0.93
O -0.66 -0.41 -0.07
C -1.16 -0.59 1.30
O -0.17 0.00 2.19
H -3.21 -0.68 -2.26
H -1.99 -1.88 -1.82
H -3.19 -1.32 -0.63
H -1.21 0.71 -1.71
H -2.30 0.73 -0.32
H -1.06 -1.69 1.47
H 0.70 -0.09 1.76
C -0.79 2.33 5.15
C -0.28 1.19 6.02
O -0.73 -0.06 5.53
H -1.88 2.32 5.12
H -0.45 3.30 5.52
H -0.44 2.20 4.12
H -0.64 1.29 7.04
H 0.82 1.20 6.04
H -0.41 -0.15 4.63
C 3.98 -1.34 -0.80
C 3.47 -1.13 0.61
O 2.13 -0.66 0.59
H 3.93 -0.40 -1.36
H 5.01 -1.70 -0.80
H 3.36 -2.06 -1.32
H 4.08 -0.39 1.13
H 3.52 -2.07 1.19
H 1.57 -1.31 0.15
C -1.24 -5.28 0.79
C -0.01 -4.40 0.63
O -0.02 -3.69 -0.60
H -1.30 -5.99 -0.04
H -1.21 -5.84 1.73
H -2.14 -4.67 0.77
H 0.90 -5.01 0.63
H 0.05 -3.69 1.46
H -0.79 -3.11 -0.61
C 1.99 -0.12 -4.32
C 1.08 -1.22 -3.79
O 1.31 -1.48 -2.42
H 3.04 -0.39 -4.16
H 1.83 0.06 -5.38
H 1.81 0.81 -3.78
H 1.28 -2.16 -4.32
H 0.04 -0.95 -3.96
H 1.11 -0.68 -1.92
C 0.59 3.75 -2.39
C -0.83 4.28 -2.27
O -1.67 3.38 -1.56
H 0.58 2.77 -2.89
H 1.22 4.43 -2.96
H 1.03 3.61 -1.41
H -1.28 4.39 -3.26
H -0.83 5.26 -1.78
H -1.31 3.25 -0.68
C -6.53 -0.25 1.49
C -6.68 -0.45 -0.01
O -6.48 -1.82 -0.36
H -5.54 -0.57 1.82
H -6.66 0.80 1.76
H -7.27 -0.85 2.03
H -5.92 0.12 -0.54
H -7.67 -0.13 -0.35
H -7.14 -2.34 0.10
C 5.74 2.30 -1.14
C 5.23 2.52 0.28
O 3.89 3.00 0.29
H 5.68 3.23 -1.70
H 6.77 1.94 -1.15
H 5.11 1.57 -1.66
H 5.84 3.27 0.79
H 5.28 1.59 0.85
H 3.33 2.34 -0.13
*
```

Output
calculated total energy = -36847.8150 eV
orbital gap = 4.45 eV
LUMO energy = 0.1005 Ha
energy relative to the best compared isomer or geometry (same formula, charge and spin) = 9.5 kcal per mole
molecular weight = 397.6 g mol⁻¹
HOMO = -1.7 eV

***

Here is the molecule C6H9N at a distorted geometry from the OMol25 dataset. Energies are from ωB97M-V/def2-TZVPD.

ORCA input file:
```
! RIJCOSX wB97M-V def2-TZVPD def2/J DEFGRID3
* xyz 0 1
C -2.09 -0.30 -0.30
C -0.85 -0.87 -0.88
C 0.67 0.22 -0.79
C 1.53 1.19 0.19
C 0.30 -1.14 -0.05
C 0.30 -1.01 1.42
N 0.27 -0.88 2.57
H -2.03 0.21 0.68
H -2.59 0.36 -1.02
H -2.75 -1.17 -0.17
H -0.05 1.01 -0.75
H 1.12 0.08 -1.78
H 1.73 2.14 -0.33
H 1.03 1.44 1.15
H 2.46 0.66 0.40
H 0.97 -1.95 -0.36
*
```

Output
calculated total energy = -7853.2942 eV
orbital gap = 8.87 eV
LUMO energy = 0.0222 Ha
energy relative to the best compared isomer or geometry (same formula, charge and spin) = 112.2 kcal per mole
molecular weight = 95.1 g mol⁻¹
HOMO = -8.3 eV

***

Here is a cluster of 2 separate species, CI2N4 in total at a distorted geometry from the OMol25 dataset. Energies are from ωB97M-V/def2-TZVPD.

ORCA input file:
```
! RIJCOSX wB97M-V def2-TZVPD def2/J DEFGRID3
* xyz 0 1
C 2.49 0.42 0.83
N 0.47 -1.74 -0.69
N 1.86 0.08 1.74
N 0.07 -0.64 -0.90
N -0.13 0.40 -1.31
I -0.22 -3.11 0.54
I 3.76 1.01 -0.65
*
```

Output
calculated total energy = -23194.9047 eV
orbital gap = 8.56 eV
LUMO energy = -0.0233 Ha
energy relative to the best compared isomer or geometry (same formula, charge and spin) = 1.2 kcal per mole
molecular weight = 321.8 g mol⁻¹
HOMO = -9.2 eV

***

Here is a structure of composition C29H39MoN6OS2 at a distorted geometry from the OMol25 dataset. Energies are from ωB97M-V/def2-TZVPD.

ORCA input file:
```
! RIJCOSX wB97M-V def2-TZVPD def2/J DEFGRID3
* xyz 3 3
Mo 0.90 -1.47 -0.03
N 2.50 -2.42 1.23
C 2.50 -2.01 2.69
C 1.78 -3.00 3.60
C 0.40 -3.46 3.06
C -0.57 -2.31 2.97
N -0.63 -1.68 1.58
H 2.40 -3.43 1.21
H 3.40 -2.20 0.88
H 1.96 -1.03 2.74
H 3.53 -1.84 3.05
H 1.57 -2.48 4.53
H 2.39 -3.88 3.79
H -0.03 -4.28 3.67
H 0.56 -3.93 2.07
H -0.42 -1.53 3.69
H -1.57 -2.65 3.20
H -1.04 -0.71 1.66
H -1.40 -2.21 1.12
C -3.69 1.36 1.71
C -3.58 2.45 0.62
C -5.00 2.98 0.40
C -2.76 3.58 1.10
C -2.90 1.84 -0.58
C -3.36 2.09 -1.90
C -2.80 1.52 -3.03
C -1.85 0.53 -2.81
S -0.93 -0.29 -4.04
C 0.11 -0.87 -2.81
N -0.29 -0.60 -1.56
C -1.33 0.27 -1.59
C -1.83 0.98 -0.46
C 1.34 -1.68 -2.93
C 2.08 -1.82 -4.09
C 3.20 -2.62 -4.10
C 3.58 -3.29 -2.96
C 2.91 -3.06 -1.77
C 1.75 -2.27 -1.73
H -4.20 1.75 2.62
H -2.73 1.08 2.09
H -4.30 0.51 1.39
H -5.34 3.51 1.28
H -5.73 2.24 0.10
H -4.91 3.75 -0.35
H -3.27 4.18 1.82
H -2.54 4.28 0.31
H -1.84 3.23 1.50
H -4.16 2.77 -2.01
H -3.13 1.83 -4.05
H -1.41 0.79 0.52
H 1.68 -1.41 -5.01
H 3.74 -2.85 -5.06
H 4.40 -4.02 -2.95
H 3.27 -3.48 -0.83
S -1.06 -5.78 -1.07
C -2.11 -4.46 -1.26
C -1.48 -3.28 -0.85
N -0.16 -3.46 -0.49
C 0.19 -4.76 -0.55
H -3.10 -4.59 -1.63
H -1.92 -2.33 -0.94
H 1.22 -5.09 -0.37
N 1.43 0.52 0.23
C 1.59 1.69 0.32
N 1.80 2.91 0.58
C 0.88 3.99 0.09
C 1.66 4.92 -0.90
O 2.77 5.44 -0.28
C 3.71 4.43 0.02
C 3.13 3.47 1.04
H 0.67 4.53 0.99
H 0.01 3.51 -0.38
H 1.01 5.80 -1.08
H 1.92 4.32 -1.75
H 4.57 4.92 0.52
H 4.11 3.87 -0.88
H 2.85 4.05 1.92
H 3.85 2.68 1.19
*
```

Output
calculated total energy = -65195.0937 eV
orbital gap (spin up / spin down) = 6.05 / 6.75 eV
LUMO energy (spin up / spin down) = -0.3877 / -0.3635 Ha
<S²> = 2.032
energy relative to the best compared isomer or geometry (same formula, charge and spin) = 17.8 kcal per mole
molecular weight = 647.7 g mol⁻¹
HOMO (spin up / spin down) = -16.6 / -16.6 eV

***

Here is the molecule C4H9NO at a distorted geometry from the OMol25 dataset. Energies are from ωB97M-V/def2-TZVPD.

ORCA input file:
```
! RIJCOSX wB97M-V def2-TZVPD def2/J DEFGRID3
* xyz 0 1
C -1.13 -0.65 1.42
N -0.90 0.70 0.86
C 0.47 0.71 0.28
C 0.31 -0.16 -0.91
C 1.30 -0.05 -2.03
O 2.23 0.76 -2.06
H -0.96 -0.59 2.52
H -0.38 -1.54 1.21
H -2.16 -1.08 1.28
H -1.19 1.56 1.39
H 1.17 0.35 1.01
H 0.76 1.73 -0.02
H 0.25 -1.38 -0.70
H -0.73 0.20 -1.23
H 0.96 -0.55 -3.03
*
```

Output
calculated total energy = -7829.3908 eV
orbital gap = 9.84 eV
LUMO energy = 0.0369 Ha
energy relative to the best compared isomer or geometry (same formula, charge and spin) = 67.5 kcal per mole
structure (SMILES) = CNCCC=O
molecular weight = 87.1 g mol⁻¹
HOMO = -8.8 eV

***

Here is a cluster of 2 separate species, C4H8N2O in total at a distorted geometry from the OMol25 dataset. Energies are from ωB97M-V/def2-TZVPD.

ORCA input file:
```
! RIJCOSX wB97M-V def2-TZVPD def2/J DEFGRID3
* xyz 0 1
C 2.01 0.66 -0.56
C 1.55 -0.67 -0.05
O 1.66 -1.73 -0.62
C 1.00 -0.65 1.34
N 0.58 -0.63 2.41
H 2.95 0.93 -0.05
H 2.20 0.59 -1.64
H 1.27 1.43 -0.35
C -2.17 0.38 0.28
N -1.19 -0.37 -0.51
H -2.19 1.42 -0.07
H -1.85 0.38 1.33
H -3.19 -0.02 0.22
H -1.43 -0.35 -1.49
H -1.21 -1.35 -0.24
*
```

Output
calculated total energy = -9304.4555 eV
orbital gap = 10.08 eV
LUMO energy = 0.0084 Ha
energy relative to the best compared isomer or geometry (same formula, charge and spin) = 44.7 kcal per mole
structure (SMILES) = CC(=O)C#N.CN
molecular weight = 100.1 g mol⁻¹
HOMO = -9.8 eV

***

Here is a cluster of 9 separate species, C38H72B2F20N3O11 in total at a distorted geometry from the OMol25 dataset. Energies are from ωB97M-V/def2-TZVPD.

ORCA input file:
```
! RIJCOSX wB97M-V def2-TZVPD def2/J DEFGRID3
* xyz -3 1
C -3.36 3.31 2.00
C -2.14 3.26 0.95
C -0.90 3.64 1.76
C -0.53 2.52 2.77
C -0.24 1.17 2.01
C -1.35 0.64 1.23
N -2.01 1.82 0.45
O -2.59 1.56 -0.51
C -2.43 -0.11 2.10
C -0.96 -0.37 0.18
C -2.37 4.11 -0.25
H -4.16 2.64 1.69
H -3.72 4.31 2.00
H -2.95 3.05 2.97
H -0.98 4.63 2.17
H 0.00 3.63 1.07
H -1.22 2.39 3.63
H 0.41 2.82 3.25
H 0.12 0.35 2.72
H 0.57 1.50 1.37
H -1.89 -0.77 2.73
H -3.18 -0.62 1.43
H -3.01 0.48 2.78
H -0.35 0.09 -0.59
H -1.81 -0.94 -0.22
H -0.51 -1.21 0.68
H -2.23 5.14 0.02
H -3.37 4.10 -0.69
H -1.53 3.95 -0.96
C 4.37 0.07 -0.86
C 5.23 0.92 0.14
C 6.18 2.01 -0.36
C 5.69 3.44 -0.56
C 5.05 3.92 0.71
C 3.92 3.13 1.15
N 4.09 1.57 0.98
O 3.24 1.01 1.27
C 2.78 3.45 0.11
C 3.53 3.47 2.59
C 6.08 -0.06 0.89
H 3.74 -0.45 -0.18
H 4.99 -0.57 -1.48
H 3.72 0.77 -1.41
H 6.70 1.61 -1.21
H 7.00 2.21 0.31
H 4.93 3.63 -1.34
H 6.47 4.21 -0.79
H 4.67 4.99 0.56
H 5.69 3.99 1.62
H 2.64 4.51 0.05
H 1.86 2.94 0.48
H 3.08 3.03 -0.84
H 4.37 3.51 3.19
H 2.83 2.74 3.00
H 2.99 4.40 2.63
H 6.63 0.49 1.59
H 6.81 -0.37 0.15
H 5.58 -0.87 1.40
C -0.45 -4.44 -2.96
C 1.07 -4.10 -3.22
C 1.84 -4.37 -1.88
O 3.17 -3.83 -1.98
C 4.01 -4.30 -0.95
N 1.61 -4.84 -4.38
H 2.64 -4.94 -4.59
H 1.18 -5.75 -4.51
H 1.78 -3.25 -5.52
H -1.06 -4.42 -3.84
H -0.98 -3.85 -2.17
H -0.33 -5.53 -2.64
H 1.26 -3.03 -3.48
H 1.80 -5.48 -1.71
H 1.34 -3.93 -1.05
H 4.85 -3.70 -0.71
H 4.53 -5.22 -1.10
H 3.51 -4.42 0.01
C -4.73 -1.35 5.27
O -4.40 -1.59 3.75
O -5.44 -2.25 5.75
C -3.38 -0.92 5.92
F -2.40 -1.82 6.16
F -2.87 0.05 5.14
F -3.60 -0.35 7.16
C -5.07 -2.75 3.28
C -5.63 -2.30 1.92
H -4.85 -1.89 1.28
H -5.99 -3.12 1.32
H -6.47 -1.65 2.06
H -5.78 -3.14 4.05
H -4.31 -3.55 3.14
H -5.20 -0.31 5.15
C -9.72 5.35 -0.78
O -8.89 6.23 0.16
O -9.78 5.75 -2.00
C -9.18 3.80 -0.61
F -10.27 3.04 -0.89
F -8.18 3.52 -1.38
F -8.77 3.56 0.62
C -8.04 7.13 -0.42
C -8.52 8.58 -0.25
H -8.49 8.92 0.81
H -7.73 9.19 -0.80
H -9.53 8.86 -0.63
H -8.00 6.86 -1.48
H -7.09 7.01 0.07
H -10.71 5.29 -0.28
C 3.15 -1.94 -4.94
O 2.61 -0.86 -4.33
O 2.41 -2.61 -5.93
C 4.36 -1.52 -5.74
F 5.28 -0.70 -5.26
F 4.97 -2.69 -6.03
F 4.10 -0.94 -6.98
C 1.88 0.09 -5.25
C 0.40 0.17 -4.85
H 0.38 0.33 -3.76
H -0.05 1.08 -5.20
H -0.37 -0.60 -5.14
H 1.91 -0.16 -6.31
H 2.22 1.05 -5.04
H 3.54 -2.67 -4.19
C 2.03 -8.12 1.52
O 1.19 -7.33 0.40
O 2.17 -9.35 1.41
C 3.35 -7.26 1.48
F 3.24 -5.95 1.78
F 4.23 -7.76 2.32
F 3.92 -7.32 0.23
C -0.15 -7.63 0.56
C -1.04 -6.48 0.18
H -1.33 -6.58 -0.88
H -2.00 -6.41 0.78
H -0.54 -5.53 0.06
H -0.38 -7.84 1.60
H -0.40 -8.53 -0.03
H 1.42 -7.66 2.38
B 5.18 -0.07 3.89
F 6.45 -0.75 3.97
F 4.69 0.04 5.17
F 5.34 1.27 3.29
F 4.34 -0.77 3.00
B 1.29 2.88 -2.72
F 1.99 4.11 -2.58
F 0.66 2.90 -3.98
F 2.23 1.82 -2.61
F 0.38 2.76 -1.61
*
```

Output
calculated total energy = -123272.5958 eV
orbital gap = 3.80 eV
LUMO energy = 0.0740 Ha
molecular weight = 1148.6 g mol⁻¹
HOMO = -1.8 eV

***

Here is a cluster of 2 separate species, C6H9NO2S in total at a distorted geometry from the OMol25 dataset. Energies are from ωB97M-V/def2-TZVPD.

ORCA input file:
```
! RIJCOSX wB97M-V def2-TZVPD def2/J DEFGRID3
* xyz 0 1
C -1.39 -0.75 -0.25
C -0.29 -1.49 0.27
C 0.96 -1.07 0.39
C 3.99 0.27 -0.56
C -5.17 1.35 0.11
C 3.29 -0.65 0.45
N -2.32 -0.01 0.12
O 0.60 -0.85 1.62
O 2.12 -1.06 -0.18
S -4.24 1.02 -1.41
H -1.23 -0.67 -1.34
H 5.06 0.25 -0.61
H 3.66 -0.21 -1.54
H 3.58 1.34 -0.57
H -6.05 0.81 0.43
H -5.33 2.37 0.13
H -4.36 1.10 0.92
H 3.15 -0.24 1.46
H 3.97 -1.50 0.56
*
```

Output
calculated total energy = -22779.8271 eV
orbital gap (spin up / spin down) = 6.56 / 6.56 eV
LUMO energy (spin up / spin down) = -0.0653 / -0.0653 Ha
energy relative to the best compared isomer or geometry (same formula, charge and spin) = 198.0 kcal per mole
molecular weight = 159.2 g mol⁻¹
HOMO (spin up / spin down) = -8.3 / -8.3 eV